Record 1
ORCA calculation (ωB97M-V with the def2-TZVPD basis set) on 2 unconnected molecules or ions with the total composition CH3N3O in a non-equilibrium geometry.

Cartesian coordinates (Å):
N 0.735 0.475 1.679
N 1.198 -0.401 1.208
O 1.737 -1.302 0.763
C -1.156 0.223 -0.646
N -0.060 -0.364 -0.943
H -1.079 1.285 -0.585
H -2.124 -0.144 -0.510
H 0.750 0.229 -0.967

Computed properties:
- HOMO: -10.04 eV
- E_tot: -7600.06555 eV
- LUMO level: 1.13 eV
- 2S+1: 1
- HOMO-LUMO gap: 0.411 hartree


Record 2
ORCA calculation (ωB97M-V with the def2-TZVPD basis set) on 2 unconnected molecules or ions with the total composition CH3N3O2 in a non-equilibrium geometry.

Cartesian coordinates (Å):
N 2.144 -1.420 1.067
C 1.367 -1.155 0.200
O 0.751 -0.979 -0.768
H 2.272 -1.831 1.963
N -1.347 1.135 -0.980
N -0.776 0.693 0.172
O -1.167 1.215 1.246
H -2.105 1.748 -1.123
H -1.139 0.592 -1.778

Computed properties:
- HOMO: -9.37 eV
- E_tot: -9648.11243 eV
- LUMO level: 0.79 eV
- 2S+1: 1
- HOMO-LUMO gap: 0.374 hartree


Record 3
ORCA calculation (ωB97M-V with the def2-TZVPD basis set) on a single CH3N3P2 molecule in a non-equilibrium geometry.

Cartesian coordinates (Å):
P -0.778 -0.953 1.682
N 0.114 -0.502 0.381
N 1.050 -0.607 -0.567
N 1.043 0.189 -1.529
C -0.038 1.095 -1.651
P -1.247 0.941 -0.459
H -0.150 0.013 2.353
H -0.119 -2.007 2.185
H 0.125 1.830 -2.395

Computed properties:
- HOMO: -8.88 eV
- E_tot: -24129.13922 eV
- LUMO level: -0.42 eV
- 2S+1: 1
- HOMO-LUMO gap: 0.311 hartree


Record 4
ORCA calculation (ωB97M-V with the def2-TZVPD basis set) on 2 unconnected molecules or ions with the total composition CH3N3S in a non-equilibrium geometry.

Cartesian coordinates (Å):
H 0.570 -2.523 -0.301
N 1.440 -2.063 -0.370
N 1.275 -0.819 -0.258
H 2.092 -0.254 -0.498
N -0.481 3.180 0.147
C -0.528 2.275 -0.669
S -0.855 1.313 -1.817
H -0.417 3.077 1.136

Computed properties:
- HOMO: -9.27 eV
- E_tot: -16388.76576 eV
- LUMO level: 0.55 eV
- 2S+1: 1
- HOMO-LUMO gap: 0.361 hartree


Record 5
ORCA calculation (ωB97M-V with the def2-TZVPD basis set) on a single CH3N3S2 molecule in a non-equilibrium geometry.

Cartesian coordinates (Å):
N 0.753 0.796 -0.655
N -0.397 0.729 0.494
N -1.198 -0.277 0.288
C -1.362 -1.182 1.157
S -0.301 -1.184 2.678
S 0.479 0.550 2.071
H 1.070 1.785 -0.822
H 0.151 0.543 -1.494
H -2.161 -1.834 0.981

Computed properties:
- HOMO: -7.67 eV
- E_tot: -27222.94359 eV
- LUMO level: 0.33 eV
- 2S+1: 1
- HOMO-LUMO gap: 0.294 hartree


Record 6
ORCA calculation (ωB97M-V with the def2-TZVPD basis set) on 2 unconnected molecules or ions with the total composition CH3N4 in a non-equilibrium geometry.

Cartesian coordinates (Å):
C 1.178 0.272 0.466
N 2.170 1.106 0.515
N 2.481 0.285 -0.465
N 1.741 -0.794 -0.084
N -0.702 0.493 -0.225
H 1.357 -1.551 -0.689
H -0.399 0.391 -1.218
H -1.003 1.471 -0.010

Computed properties:
- HOMO: -17.10 eV
- E_tot: -7029.89231 eV
- Net charge: +1
- LUMO level: -7.73 eV
- 2S+1: 1
- HOMO-LUMO gap: 0.344 hartree


Record 7
ORCA calculation (ωB97M-V with the def2-TZVPD basis set) on a gas-phase ion, CH3N4S (charge -1) in a non-equilibrium geometry.

Cartesian coordinates (Å):
S 0.585 -1.964 -2.117
N 0.309 -0.884 -0.915
N -0.784 -0.750 -0.294
C -0.599 0.196 0.769
N 0.572 0.981 0.334
N 1.367 0.246 -0.500
H -1.613 0.637 1.004
H -0.351 -0.441 1.572
H 0.514 1.980 0.147

Computed properties:
- HOMO (alpha / beta): -2.07 / -2.06 eV
- E_tot: -17877.85708 eV
- Net charge: -1
- LUMO level (alpha / beta): 4.22 / 4.22 eV
- 2S+1: 1
- HOMO-LUMO gap (alpha / beta): 0.231 / 0.231 hartree


Record 8
ORCA calculation (ωB97M-V with the def2-TZVPD basis set) on a gas-phase ion, CH3N4Si (charge -1) in a non-equilibrium geometry.

Cartesian coordinates (Å):
C -1.014 1.618 0.739
N -1.572 3.798 0.706
N -0.945 3.078 -0.078
N -1.660 1.947 1.816
N -2.030 3.207 1.780
Si -0.084 0.141 0.083
H 1.382 0.561 0.194
H 0.035 0.117 -1.445
H -0.084 -1.202 0.720

Computed properties:
- HOMO: -4.08 eV
- E_tot: -14922.09492 eV
- Net charge: -1
- LUMO level: 3.85 eV
- 2S+1: 1
- HOMO-LUMO gap: 0.292 hartree


Record 9
ORCA calculation (ωB97M-V with the def2-TZVPD basis set) on a gas-phase ion, CH3N4Si (charge -1) in a non-equilibrium geometry.

Cartesian coordinates (Å):
C -1.281 1.218 1.304
N -1.706 2.285 -0.933
N -0.812 1.566 -1.144
N -2.216 1.889 1.549
N -2.406 3.129 -0.661
Si -0.232 0.305 -0.049
H 1.189 0.417 -0.324
H -0.925 -0.829 -0.932
H 0.232 -0.898 0.875

Computed properties:
- HOMO (alpha / beta): 0.34 / -5.77 eV
- E_tot: -14917.25742 eV
- ⟨S²⟩: 2.01
- Net charge: -1
- LUMO level (alpha / beta): 4.61 / 0.46 eV
- 2S+1: 3
- HOMO-LUMO gap (alpha / beta): 0.157 / 0.229 hartree


Record 10
ORCA calculation (ωB97M-V with the def2-TZVPD basis set) on 2 unconnected molecules or ions with the total composition CH3N5O in a non-equilibrium geometry.

Cartesian coordinates (Å):
C -0.941 -0.097 0.021
H 2.039 -1.930 -0.290
H 2.063 0.549 0.134
H -1.499 -1.643 -0.589
N 0.373 -0.569 -0.414
N 1.207 0.625 -0.351
N 0.386 1.648 0.059
N -0.780 1.340 0.315
N -1.949 -0.830 -0.078
O 1.048 -1.488 0.487

Computed properties:
- HOMO: -9.72 eV
- E_tot: -10577.00211 eV
- LUMO level: -0.75 eV
- 2S+1: 1
- HOMO-LUMO gap: 0.330 hartree


Record 11
ORCA calculation (ωB97M-V with the def2-TZVPD basis set) on 2 unconnected molecules or ions with the total composition CH3N5O2 in a non-equilibrium geometry.

Cartesian coordinates (Å):
H 0.636 -1.410 0.258
N -0.086 -0.677 0.245
N 0.384 0.475 0.246
N 1.747 0.576 0.465
C 2.350 1.669 0.089
N 2.804 2.670 -0.251
H 2.138 -0.313 0.545
O -1.603 3.199 0.071
N -1.711 2.122 -0.407
O -2.262 1.200 0.450
H -2.169 0.280 0.037

Computed properties:
- HOMO: -10.03 eV
- E_tot: -12625.29717 eV
- LUMO level: -0.29 eV
- 2S+1: 1
- HOMO-LUMO gap: 0.358 hartree


Record 12
ORCA calculation (ωB97M-V with the def2-TZVPD basis set) on a single CH3N5O3 molecule in a non-equilibrium geometry.

Cartesian coordinates (Å):
C 0.865 -1.503 -1.183
N 1.305 -2.374 -1.811
N 0.831 0.555 -0.047
N 0.156 -0.578 -0.533
N -1.199 -0.596 -0.352
N -2.129 0.007 -1.273
O -1.651 0.076 -2.372
O -3.172 0.325 -0.776
O -1.604 -0.803 0.969
H 1.186 0.322 0.789
H 1.523 0.856 -0.703
H -1.994 0.053 1.282

Computed properties:
- HOMO (alpha / beta): -6.83 / -10.34 eV
- E_tot: -14665.99773 eV
- ⟨S²⟩: 2.01
- LUMO level (alpha / beta): 0.13 / -4.26 eV
- 2S+1: 3
- HOMO-LUMO gap (alpha / beta): 0.256 / 0.224 hartree


Record 13
ORCA calculation (ωB97M-V with the def2-TZVPD basis set) on 3 unconnected molecules or ions with the total composition CH3N5O5S in a non-equilibrium geometry.

Cartesian coordinates (Å):
C -1.489 0.690 1.310
N -1.459 0.466 2.449
N -1.284 1.550 -0.871
N -1.575 0.727 0.029
N 2.419 -1.170 0.858
N 1.596 -0.520 0.251
O 1.857 0.903 0.082
O 0.585 -0.845 -0.313
O -3.567 -1.339 -0.570
O -1.889 -0.625 -2.243
O 3.625 -0.763 1.196
S -2.217 -1.386 -1.041
H -1.281 0.957 -1.807
H 0.972 1.198 -0.314
H 3.706 0.158 0.984

Computed properties:
- HOMO: -10.44 eV
- E_tot: -29599.49615 eV
- LUMO level: -2.22 eV
- 2S+1: 1
- HOMO-LUMO gap: 0.302 hartree


Record 14
ORCA calculation (ωB97M-V with the def2-TZVPD basis set) on 2 unconnected molecules or ions with the total composition CH3N7O3 in a non-equilibrium geometry.

Cartesian coordinates (Å):
C -1.468 0.665 -0.161
N -2.564 0.271 -0.762
N -2.419 -1.032 -1.051
N -1.407 -1.509 -0.566
N -0.737 -0.502 0.017
N -0.992 1.842 0.316
N 0.943 -0.630 1.011
N 2.561 -0.439 -0.628
O 2.056 0.594 -0.788
O 3.555 -0.891 -0.974
O 1.869 -1.362 0.281
H -1.504 2.704 0.414
H -0.493 1.649 1.141
H 0.602 -1.359 1.752

Computed properties:
- HOMO (alpha / beta): -9.58 / -9.58 eV
- E_tot: -17648.87146 eV
- LUMO level (alpha / beta): -1.66 / -1.66 eV
- 2S+1: 1
- HOMO-LUMO gap (alpha / beta): 0.291 / 0.291 hartree


Record 15
ORCA calculation (ωB97M-V with the def2-TZVPD basis set) on a single CH3NO molecule in a non-equilibrium geometry.

Cartesian coordinates (Å):
C 0.432 -0.188 -0.578
N -0.284 0.175 0.439
O -0.104 1.044 1.322
H -0.038 -1.036 -1.165
H 1.234 0.410 -0.782
H -1.240 -0.404 0.765

Computed properties:
- HOMO (alpha / beta): -6.20 / -10.50 eV
- E_tot: -4617.20717 eV
- ⟨S²⟩: 2.01
- LUMO level (alpha / beta): 0.97 / -1.52 eV
- 2S+1: 3
- HOMO-LUMO gap (alpha / beta): 0.263 / 0.330 hartree


Record 16
ORCA calculation (ωB97M-V with the def2-TZVPD basis set) on 2 unconnected molecules or ions with the total composition CH3NO2 in a non-equilibrium geometry.

Cartesian coordinates (Å):
C -0.215 -1.213 0.162
N -0.444 0.890 -0.559
O 0.691 2.751 0.071
O 0.433 1.479 0.076
H -0.154 -1.597 -0.954
H 0.743 -0.876 0.555
H -1.054 -1.433 0.650

Computed properties:
- HOMO (alpha / beta): -10.03 / -9.54 eV
- E_tot: -6661.43464 eV
- LUMO level (alpha / beta): -0.73 / -0.90 eV
- 2S+1: 1
- HOMO-LUMO gap (alpha / beta): 0.342 / 0.318 hartree


Record 17
ORCA calculation (ωB97M-V with the def2-TZVPD basis set) on a single CH3NO2 molecule in a non-equilibrium geometry.

Cartesian coordinates (Å):
O -0.068 -0.816 -0.618
C -0.070 0.172 0.299
N 0.659 1.343 0.080
O 1.209 0.423 1.041
H -0.400 -1.637 -0.235
H -0.934 0.264 0.950
H 1.220 1.287 -0.773

Computed properties:
- HOMO: -9.55 eV
- E_tot: -6667.88407 eV
- LUMO level: 0.66 eV
- 2S+1: 1
- HOMO-LUMO gap: 0.375 hartree


Record 18
ORCA calculation (ωB97M-V with the def2-TZVPD basis set) on a molecular structure, CH3NO2S in a non-equilibrium geometry.

Cartesian coordinates (Å):
C 1.777 1.008 0.110
N 1.034 0.943 -0.737
O -1.788 -1.873 2.417
O 0.174 -0.672 1.626
S -1.215 -0.957 1.426
H -1.443 0.192 -3.243
H 2.516 1.191 0.949
H -1.053 0.169 -2.548

Computed properties:
- HOMO: -12.12 eV
- E_tot: -17503.58911 eV
- LUMO level: -1.33 eV
- 2S+1: 1
- HOMO-LUMO gap: 0.397 hartree


Record 19
ORCA calculation (ωB97M-V with the def2-TZVPD basis set) on 2 unconnected molecules or ions with the total composition CH3NO2S in a non-equilibrium geometry.

Cartesian coordinates (Å):
O 1.008 -0.558 -1.173
N 2.028 -0.328 -0.618
O 1.995 -0.659 0.755
H 2.939 -0.905 0.921
C -1.966 0.639 -0.094
S -2.410 0.808 1.460
H -1.148 -0.116 -0.373
H -2.445 1.119 -0.878

Computed properties:
- HOMO: -8.72 eV
- E_tot: -17501.81792 eV
- LUMO level: -0.34 eV
- 2S+1: 1
- HOMO-LUMO gap: 0.308 hartree


Record 20
ORCA calculation (ωB97M-V with the def2-TZVPD basis set) on 2 unconnected molecules or ions with the total composition CH3NO2S in a non-equilibrium geometry.

Cartesian coordinates (Å):
C -0.376 -0.414 -0.385
N -1.457 0.381 0.001
O -1.813 0.390 1.174
O -1.894 1.215 -0.793
S 1.604 0.942 0.166
H -0.236 -1.332 0.177
H -0.297 -0.384 -1.449
H 1.834 0.404 1.494

Computed properties:
- HOMO: -10.19 eV
- E_tot: -17500.72187 eV
- LUMO level: -2.32 eV
- 2S+1: 1
- HOMO-LUMO gap: 0.289 hartree